# 1
A molecular structure, C22H30AlO2Si in a non-equilibrium geometry, computed with the ωB97M-V functional and the def2-TZVPD basis.

Output
E, eV: -41860.6235
Energy relative to the best compared isomer or geometry (same formula, charge and spin), eV: 1.176
Highest occupied orbital energy, Eh: -0.4023
Orbital gap, hartree: 0.314
Total charge: +1

Last column: Löwdin charge in e.
Positions of all 56 atoms, in Å:
C -1.058 -1.253 -0.510  -0.063
C -0.552 -1.328 -1.811  -0.138
C 0.864 -1.300 -1.826  -0.040
H -1.170 -1.384 -2.709  0.108
C 1.284 -1.048 -0.460  -0.160
C 0.032 -1.047 0.387  -0.178
H 0.059 -1.380 1.444  0.153
H -2.086 -1.292 -0.223  0.108
H 1.598 -1.443 -2.641  0.126
H 2.256 -1.249 0.011  0.116
Al 0.777 0.755 0.272  0.092
C 1.025 2.573 -0.115  -0.082
H 2.115 2.480 -0.245  0.041
H 0.457 3.118 0.614  0.035
H 0.773 2.964 -1.175  0.031
Si -0.984 1.965 -2.825  0.710
C -2.154 3.292 -2.242  -0.261
C -3.412 2.779 -2.687  -0.180
H -3.402 1.806 -3.251  0.074
C -4.642 3.320 -2.469  -0.073
H -5.556 2.861 -2.845  0.113
C -4.689 4.469 -1.640  -0.075
H -5.643 4.873 -1.338  0.103
C -3.509 5.051 -1.210  -0.092
H -3.524 5.950 -0.519  0.124
C -2.230 4.579 -1.617  -0.068
H -1.375 5.189 -1.424  0.092
C 0.377 2.271 -4.086  -0.299
C -0.375 2.441 -5.292  -0.126
H -1.324 3.029 -5.193  0.110
C -0.035 1.666 -6.416  -0.067
H -0.714 1.691 -7.272  0.108
C 1.128 0.871 -6.395  -0.074
H 1.344 0.249 -7.259  0.107
C 2.001 0.948 -5.319  -0.083
H 2.893 0.376 -5.309  0.092
C 1.632 1.657 -4.172  -0.106
H 2.282 1.697 -3.297  0.100
H -0.229 1.027 -1.892  -0.029
H -1.827 0.917 -3.365  0.002
C -1.892 1.592 1.357  0.037
O -0.518 1.225 1.667  -0.254
C 0.013 1.523 2.982  -0.079
C 1.522 1.264 3.013  -0.040
O 2.049 0.929 1.658  -0.237
C 3.421 0.518 1.660  -0.010
H -2.310 2.098 2.241  0.119
H -2.440 0.674 1.111  0.103
H -1.914 2.254 0.499  0.085
H -0.430 0.849 3.724  0.150
H -0.124 2.570 3.223  0.140
H 2.113 2.109 3.399  0.151
H 1.819 0.431 3.613  0.127
H 4.056 1.185 2.278  0.123
H 3.430 -0.501 2.073  0.116
H 3.782 0.512 0.614  0.117

# 2
A molecular structure, C26H50GeLuN5P2SSe in a non-equilibrium geometry, computed with the ωB97M-V functional and the def2-TZVPD basis.

Output
E, eV: -220119.7457
Energy relative to the best compared isomer or geometry (same formula, charge and spin), eV: 0.000
Highest occupied orbital energy, Eh: -0.2132
Orbital gap, hartree: 0.202
Total charge: 0

Last column: Löwdin charge in e.
Positions of all 87 atoms, in Å:
Lu 0.280 0.273 -1.072  1.016
C -2.814 2.088 -1.203  -0.139
C -2.159 2.421 0.173  -0.197
N -0.725 2.463 0.086  -0.129
C -0.193 3.711 -0.458  -0.171
C 0.903 3.549 -1.597  -0.156
N 0.524 2.390 -2.450  -0.141
C -0.666 2.651 -3.256  -0.204
C -1.623 1.439 -3.325  -0.249
N -1.985 1.119 -1.961  -0.173
H -3.833 1.782 -1.166  0.110
H -2.786 2.929 -1.844  0.081
H -2.547 3.343 0.584  0.117
H -2.436 1.616 0.812  0.080
H -0.350 2.312 0.999  0.047
H -1.049 4.269 -0.774  0.091
H 0.241 4.423 0.291  0.128
H 0.990 4.470 -2.163  0.112
H 1.883 3.353 -1.176  0.079
H 1.283 2.004 -3.016  0.050
H -1.216 3.548 -2.854  0.108
H -0.461 2.972 -4.323  0.135
H -2.502 1.685 -3.928  0.123
H -1.065 0.631 -3.712  -0.010
H -2.278 0.164 -1.859  0.029
C 1.409 0.732 3.939  -0.291
P 1.956 0.957 2.181  0.850
C 3.109 2.450 2.310  -0.281
C 3.230 -0.395 2.139  -0.417
C 2.577 -1.809 2.070  -0.429
P 1.798 -2.037 0.455  0.788
C 3.280 -2.589 -0.583  -0.231
C 0.796 -3.556 0.525  -0.291
H 2.264 0.628 4.575  0.032
H 0.853 -0.193 3.960  0.002
H 0.667 1.517 4.197  0.050
H 3.925 2.344 3.049  0.043
H 2.573 3.414 2.447  0.032
H 3.507 2.550 1.269  0.026
H 3.777 -0.341 3.038  0.056
H 3.898 -0.219 1.327  0.054
H 1.836 -1.862 2.901  0.073
H 3.261 -2.591 2.310  0.065
H 3.925 -1.682 -0.737  0.022
H 2.798 -2.919 -1.490  0.024
H 3.846 -3.305 -0.029  0.028
H 1.312 -4.473 0.780  0.043
H 0.275 -3.588 -0.432  -0.014
H 0.058 -3.378 1.280  0.008
C 4.878 -1.054 -3.444  -0.245
Ge 3.821 0.505 -3.035  0.711
C 5.078 2.067 -2.907  -0.240
C 2.726 0.944 -4.620  -0.242
C 2.680 0.621 -1.449  -0.480
H 5.346 -1.025 -4.437  0.022
H 4.264 -1.955 -3.486  0.010
H 5.631 -1.258 -2.656  0.024
H 5.731 2.156 -3.854  0.043
H 5.744 1.895 -2.074  -0.006
H 4.542 2.967 -2.747  -0.025
H 3.269 0.590 -5.525  0.028
H 2.596 2.013 -4.674  -0.003
H 1.739 0.479 -4.640  -0.004
H 2.927 1.695 -1.082  -0.033
H 3.099 -0.013 -0.736  -0.166
Se -0.249 -1.673 -2.695  -0.236
S -3.931 -2.676 3.935  1.044
C -3.081 -1.978 2.534  -0.490
C -2.131 -1.006 2.868  -0.094
C -1.395 -0.466 1.858  -0.191
N -1.484 -0.819 0.564  -0.014
C -2.313 -1.835 0.250  -0.119
C -3.105 -2.430 1.234  -0.063
C -5.596 -3.025 3.468  -0.514
C -6.200 -2.714 2.270  -0.068
C -7.578 -3.047 2.077  -0.130
N -8.299 -3.652 2.991  0.052
C -7.718 -3.915 4.179  -0.145
C -6.403 -3.653 4.460  -0.098
H -2.046 -0.584 3.856  0.106
H -0.707 0.338 2.117  0.050
H -2.323 -2.158 -0.780  0.044
H -3.751 -3.210 0.944  0.101
H -5.648 -2.259 1.494  0.074
H -8.001 -2.821 1.097  0.110
H -8.375 -4.327 4.896  0.095
H -6.081 -3.970 5.466  0.114

# 3
C3H5NOS in the gas phase in a non-equilibrium geometry, computed with the ωB97M-V functional and the def2-TZVPD basis.

Output
E, eV: -17563.4252
Energy relative to the best compared isomer or geometry (same formula, charge and spin), eV: 1.842
Highest occupied orbital energy, Eh: -0.3501
Orbital gap, hartree: 0.357
Total charge: 0

Last column: Löwdin charge in e.
Positions of all 11 atoms, in Å:
C 1.505 -0.599 1.089  -0.210
C 0.244 0.139 0.481  -0.709
C -1.588 0.487 -1.692  -0.383
N 1.888 -0.123 2.151  0.147
O -0.423 1.006 0.994  0.008
S -0.118 -0.430 -1.144  0.886
H 1.881 -1.483 0.664  0.085
H -1.522 0.791 -2.728  0.023
H -1.895 1.193 -0.859  0.054
H -2.462 -0.301 -1.606  0.068
H 2.490 -0.680 2.651  0.031